This record from OMol25 describes 12 unconnected molecules or ions with the total composition C18H60N14O12. The level of theory is the ωB97M-V functional and the def2-TZVPD basis.

The geometry in ORCA input format:
```
! RIJCOSX wB97M-V def2-TZVPD def2/J DEFGRID3
* xyz 0 1
H 1.504 2.011 2.116
H 5.729 2.296 -3.443
H -1.262 1.935 4.983
H -3.230 -0.787 -1.449
N 0.088 -2.100 -3.078
H 4.188 0.247 -3.233
H 0.811 1.624 6.268
H -0.253 -3.958 -0.673
C -0.988 -3.927 0.131
C 3.035 -3.397 0.358
H 1.217 -0.759 -5.753
C -3.791 1.731 2.135
C -1.213 -5.313 0.636
H -1.906 -3.548 -0.318
O 5.130 0.210 -3.049
H -0.713 -0.403 0.689
O 1.211 -0.422 -1.006
N 0.820 0.168 -5.703
O 0.033 -5.671 1.277
H 0.751 -5.426 0.689
H 0.749 2.453 -0.036
C -0.504 1.214 4.677
N 2.248 -2.580 -3.256
N -3.110 2.605 1.487
H -4.284 -1.140 2.920
H -1.491 0.991 3.020
H -3.414 3.085 0.652
H -1.287 6.538 2.372
H 5.060 3.041 -1.161
H -1.662 -7.289 0.030
H -2.412 -6.068 -1.047
H 1.856 4.116 1.428
C -2.761 0.346 -3.295
N -0.041 4.792 3.368
C -3.335 0.188 -1.924
O -6.022 -2.607 1.379
H -2.774 0.891 -1.308
O -0.104 3.820 1.353
N 2.823 4.029 1.707
O -3.293 1.100 3.001
H -0.692 -6.509 -1.185
N -5.016 1.639 1.810
H 2.988 -2.876 -3.877
C 1.439 0.848 -4.801
N 2.461 1.984 2.440
H 6.556 1.392 -2.200
O -2.787 1.692 -3.635
H 3.661 2.430 -1.944
H -1.688 0.160 -3.326
H -0.868 -2.309 -3.326
H -1.474 5.781 0.837
H 2.855 1.133 2.813
C 1.016 -2.871 -3.617
H 3.849 -4.700 1.533
N -1.062 5.768 1.759
C -4.726 -2.185 1.100
O 4.450 2.864 2.661
C 0.864 1.540 5.182
O 2.035 -4.036 0.303
H -5.942 -3.389 1.930
H -5.483 2.289 1.193
H -2.815 -1.772 2.092
H -2.262 2.889 1.957
C 5.576 1.577 -2.639
H 1.232 2.482 4.776
H -0.360 5.556 3.948
H -0.870 -3.181 0.918
H -0.079 0.446 -6.070
C -0.388 4.692 2.103
H 1.168 2.502 -3.782
H 0.402 -1.465 -2.357
O 0.744 -3.641 -4.467
H 4.942 -3.373 1.027
H 0.028 2.104 -5.146
C -1.516 -6.343 -0.491
H -2.016 -5.317 1.373
H -4.660 -1.399 0.347
H -0.833 0.202 4.912
C 4.622 2.116 -1.536
H 2.343 -1.811 -2.608
N 0.857 1.974 -4.585
H 0.603 4.126 3.769
H 2.360 -1.699 -0.376
H 1.871 1.875 -1.267
N 4.066 -3.875 0.993
C 3.274 3.015 2.360
H 4.134 -1.803 -0.100
O 2.382 0.427 -4.157
N 1.136 1.706 -0.596
N -0.362 0.468 0.318
H -2.368 1.762 -4.496
O -0.587 1.225 3.246
H -3.271 -0.288 -4.020
H -0.755 1.364 0.570
H -4.395 0.434 -1.978
H 3.491 4.781 1.613
C -3.862 -1.956 2.335
H -3.841 -2.892 2.893
N 3.210 -2.205 -0.173
H 4.486 1.403 -0.723
C 0.757 0.498 -0.405
H -5.562 1.000 2.371
H 1.523 0.716 4.908
H -4.243 -2.997 0.556
*
```

Summary:
E = -65074.1160 eV
LUMO level = -0.351 eV
Structure (SMILES) = NC(N)=O.NC(N)=O.NC(N)=O.NC(N)=O.NC(N)=O.NC(N)=O.NC(N)=O.CC(C)O.CCO.CCO.CCO.CCO
Strongest force on any atom = 6.0 eV Å⁻¹
HOMO level = -8.81 eV
Molecular weight = 664.8 g mol⁻¹
HOMO-LUMO gap = 8.46 eV